Density functional theory data (ωB97M-V/def2-TZVPD) for a 12-piece molecular cluster, C39H86O13 overall at a distorted geometry.

```
138
C39H86O13 | the OMol25 dataset | ωB97M-V/def2-TZVPD
C 0.17 0.54 6.61
C 0.77 -0.01 5.30
C 1.87 -0.97 5.76
O 1.54 -1.32 7.10
C 1.03 -0.14 7.69
H -0.89 0.32 6.74
H 0.28 1.62 6.72
H 1.16 0.78 4.66
H 0.01 -0.50 4.69
H 2.85 -0.48 5.74
H 1.94 -1.85 5.12
H 1.87 0.48 8.02
H 0.47 -0.43 8.58
C 1.05 2.82 -2.95
C 0.38 4.16 -2.61
C 0.22 4.85 -3.98
O 1.00 4.07 -4.91
C 0.97 2.74 -4.46
H 0.63 1.94 -2.47
H 2.10 2.90 -2.64
H 1.05 4.77 -2.00
H -0.56 4.05 -2.08
H 0.70 5.83 -4.03
H -0.82 4.87 -4.31
H 1.82 2.19 -4.87
H 0.09 2.20 -4.84
C -0.46 3.44 3.56
C -1.10 4.68 2.97
C -0.27 4.86 1.70
O 1.05 4.53 2.09
C 1.01 3.51 3.10
H -1.02 2.56 3.24
H -0.53 3.43 4.65
H -0.93 5.55 3.62
H -2.17 4.60 2.78
H -0.27 5.88 1.30
H -0.62 4.18 0.91
H 1.67 3.78 3.92
H 1.33 2.59 2.60
C 3.45 0.14 -2.38
C 4.10 -1.19 -2.71
C 3.63 -2.01 -1.51
O 3.67 -1.12 -0.40
C 3.65 0.23 -0.86
H 2.40 0.17 -2.69
H 3.97 0.97 -2.86
H 5.19 -1.11 -2.71
H 3.80 -1.57 -3.69
H 4.26 -2.88 -1.33
H 2.58 -2.28 -1.66
H 4.63 0.68 -0.69
H 2.86 0.80 -0.37
C 1.12 -5.42 -0.99
C -0.23 -4.98 -1.55
C -1.23 -5.40 -0.45
O -0.46 -5.99 0.60
C 0.86 -5.43 0.50
H 1.95 -4.77 -1.27
H 1.41 -6.42 -1.31
H -0.47 -5.47 -2.50
H -0.25 -3.90 -1.69
H -1.93 -6.16 -0.80
H -1.80 -4.55 -0.05
H 1.52 -6.09 1.06
H 0.80 -4.44 0.97
C -0.34 -0.08 -0.67
C -0.13 0.94 0.43
C 0.39 0.05 1.58
O 0.00 -1.29 1.29
C -0.83 -1.27 0.14
H 0.53 -0.33 -1.27
H -1.12 0.24 -1.38
H -1.06 1.45 0.71
H 0.62 1.68 0.16
H -0.01 0.42 2.53
H 1.47 0.14 1.69
H -1.89 -1.13 0.41
H -0.79 -2.21 -0.41
C 5.60 -1.28 3.82
C 5.64 0.25 4.05
C 4.42 0.74 3.24
O 3.51 -0.34 3.25
C 4.32 -1.50 3.03
H 5.64 -1.83 4.76
H 6.49 -1.56 3.25
H 6.54 0.73 3.68
H 5.56 0.51 5.10
H 4.74 1.00 2.23
H 3.89 1.58 3.70
H 4.48 -1.60 1.95
H 3.79 -2.41 3.30
C -5.69 1.06 2.82
C -4.58 -0.02 2.78
C -3.32 0.79 2.66
O -3.68 1.95 1.90
C -4.97 2.34 2.34
H -6.14 1.24 3.79
H -6.49 0.76 2.14
H -4.74 -0.65 1.91
H -4.64 -0.65 3.67
H -2.51 0.29 2.12
H -2.90 1.13 3.62
H -5.50 2.83 1.52
H -4.87 3.07 3.15
C -4.25 0.35 -1.25
O -3.54 -0.06 -2.40
H -3.67 0.21 -0.33
H -4.46 1.41 -1.31
H -5.17 -0.23 -1.18
H -3.28 -0.99 -2.34
C -3.45 -3.50 -3.18
O -3.14 -2.99 -1.90
H -4.49 -3.27 -3.45
H -2.85 -3.06 -3.97
H -3.35 -4.59 -3.24
H -3.68 -3.47 -1.27
C -3.21 3.96 -1.20
O -2.97 5.24 -1.76
H -3.41 3.18 -1.95
H -2.35 3.64 -0.62
H -4.09 4.00 -0.55
H -3.77 5.49 -2.22
C -1.67 -3.40 -7.22
O -0.44 -2.86 -6.79
C -0.54 -1.51 -6.45
C 0.79 -1.04 -5.86
O 1.34 -1.88 -4.89
C 0.51 -2.14 -3.80
H -2.37 -3.46 -6.37
H -1.48 -4.39 -7.62
H -2.14 -2.79 -8.00
H -1.34 -1.36 -5.70
H -0.75 -0.90 -7.33
H 0.68 -0.02 -5.45
H 1.52 -0.93 -6.66
H 0.15 -1.24 -3.28
H 1.02 -2.74 -3.06
H -0.46 -2.60 -4.04
```

Energy: -2515.46735 hartree
HOMO: -9.3 eV
Structure (SMILES): C1CCOC1.C1CCOC1.C1CCOC1.C1CCOC1.C1CCOC1.C1CCOC1.C1CCOC1.C1CCOC1.COCCOC.CO.CO.CO
Kohn-Sham gap: 9.6 eV